Record 1
{"formula": "C2H6O2P", "method": "ωB97M-V with the def2-TZVPD basis set", "charge": -1, "homo_ev": -4.35, "smiles": "CC[P@@H](=O)[O-]", "symbols": ["C", "H", "H", "H", "H", "P", "H", "H", "O", "O", "C"], "coordinates": [[0.4137, -0.9964, -0.9836], [-1.5131, -0.9439, 0.5043], [1.2836, -1.2190, -0.3608], [-1.3176, 0.2005, -0.8404], [0.1611, -2.0230, -1.4831], [0.0301, 1.1216, 1.0150], [1.3425, 1.6558, 0.4778], [0.8621, -0.2009, -1.6864], [0.4006, 0.4850, 2.3131], [-0.9477, 2.2793, 1.1463], [-0.7152, -0.3590, -0.1023]], "lowdin_charge": [-0.232, 0.087, 0.028, 0.029, 0.071, 0.293, 0.008, 0.071, -0.506, -0.510, -0.339]}


Record 2
{"formula": "C56H37CeCl4N7OS2", "method": "ωB97M-V with the def2-TZVPD basis set", "charge": 1, "s_squared": 0.75, "homo_ev": [-9.19, -9.19], "spin_multiplicity": 2, "symbols": ["C", "H", "H", "C", "C", "C", "H", "C", "H", "C", "H", "C", "C", "C", "H", "C", "C", "Cl", "C", "H", "S", "H", "C", "C", "C", "C", "H", "C", "C", "H", "C", "H", "C", "C", "H", "S", "C", "H", "C", "H", "N", "H", "C", "C", "C", "H", "H", "C", "H", "C", "H", "N", "C", "Cl", "H", "C", "Ce", "C", "H", "H", "C", "C", "H", "H", "C", "C", "N", "N", "H", "C", "C", "Cl", "N", "H", "O", "C", "H", "C", "C", "H", "H", "C", "H", "C", "C", "H", "N", "H", "C", "C", "C", "N", "H", "C", "C", "C", "C", "H", "C", "C", "C", "C", "H", "C", "Cl", "C", "H", "H"], "coordinates": [[-3.2880, -0.7980, 3.2106], [5.1267, 2.9396, -0.9238], [3.2408, -3.8527, 2.7440], [0.6032, -2.5203, -4.4970], [-5.4439, -1.3927, 4.8576], [-2.1190, 2.1751, -0.0979], [5.6148, -0.7975, 5.7841], [0.3758, 3.7109, -2.5828], [5.4030, 1.8711, -5.7303], [5.1860, 2.7078, -1.9779], [3.0652, -2.8814, -0.3121], [5.0910, -1.4599, 5.1131], [-3.5246, 6.6904, -1.8015], [3.3538, 0.5597, -0.7177], [1.1011, 0.2689, -4.9521], [-5.1510, -1.2596, -1.4617], [4.2774, 1.6391, -3.9269], [6.2134, -3.4749, 6.5196], [-5.3094, -2.0426, 3.6395], [5.5779, 0.3596, -0.9133], [-0.5385, -1.1999, -3.9336], [-0.8594, 5.4465, -0.1568], [-5.6948, -2.5070, -1.1297], [-1.3934, -3.2449, -0.0974], [3.1798, -0.6041, 1.1363], [-4.5129, -0.4447, 5.2586], [3.5218, 1.0164, -4.3867], [-3.5642, -3.2729, -0.4695], [1.8039, 2.0796, -1.9824], [-4.4637, 1.2372, 2.0280], [4.6877, 0.1436, -0.3566], [-0.0982, 4.5716, -3.0124], [-3.4145, 2.3978, 0.4978], [-0.2204, 2.8412, -1.5978], [4.1715, 0.1149, 3.9994], [2.1132, -4.8821, 0.7433], [6.2434, 3.1842, -2.7281], [-1.3338, -2.1466, 4.4664], [3.0456, 1.4528, -1.7597], [-0.5025, 1.0163, -4.8404], [0.2471, -0.7814, 1.8852], [-0.1621, -5.5978, 1.2160], [-3.6182, 1.3944, 1.3869], [-1.7328, 5.4729, -0.7905], [-0.0340, -3.6524, 0.1813], [-6.0470, -2.7653, 3.3283], [-4.0671, 3.2167, 0.2679], [-3.0096, -2.0181, -0.8092], [1.6056, -2.2550, -4.1750], [-2.2030, 4.2887, -1.3559], [-2.7201, 0.5960, 4.7246], [0.9734, -2.8297, -0.2614], [1.2699, -1.3401, 2.5923], [7.6241, 3.4877, -5.0252], [4.6980, -4.7634, 4.4923], [3.5862, -1.8037, 3.2604], [0.1841, -0.2678, -0.3701], [-3.9970, 5.5253, -2.3878], [-5.3523, -4.4832, -0.3608], [5.3800, -0.9795, 1.3808], [-2.1581, -0.4400, 2.3075], [-4.9192, -3.5322, -0.6261], [1.3205, -2.5130, 4.5031], [-0.1947, -0.1948, -6.0930], [2.1366, -3.3498, -0.0404], [5.2282, -2.8330, 5.2565], [2.4610, 0.0483, 0.1780], [-1.6603, -2.0405, -0.5670], [-3.3657, -0.0369, -1.5570], [-2.3886, 6.6705, -1.0047], [-0.9051, -1.0159, 2.5809], [-6.7946, -1.7497, 5.8728], [0.6589, 1.8494, -1.2786], [-6.7529, -2.6654, -1.2724], [0.0274, -0.8152, -2.6031], [-0.6071, -1.8128, 3.7477], [-2.5726, -4.9769, 0.3132], [0.7384, -1.9922, 3.7668], [-1.4989, 3.0188, -1.0372], [7.0090, 3.7874, -2.2698], [-4.6339, 0.0737, 6.1970], [-3.8081, -0.9930, -1.3106], [0.5503, -2.6489, -5.5719], [3.7562, -3.1752, 3.4073], [4.5764, -3.6964, 4.3896], [2.3524, 3.6172, -3.5137], [-2.5066, -4.0291, -0.0208], [-4.1375, -2.2172, 1.8613], [0.4075, -4.8088, 0.7698], [-3.3403, 4.3299, -2.1542], [4.5832, -0.5537, 0.8029], [-1.5618, 1.0511, 0.4364], [-3.7116, 3.4209, -2.6039], [-3.4403, -0.1546, 4.4350], [0.0369, 0.1042, -5.0776], [6.3150, 2.8834, -4.0799], [1.6159, 3.2260, -2.8393], [-5.8026, -0.4881, -1.8414], [-4.2352, -1.7376, 2.8222], [5.3368, 2.1064, -4.6814], [-2.4316, 0.5734, 1.3705], [2.6365, -1.2421, 2.2651], [-4.8684, 5.5580, -3.0222], [4.2804, -0.9522, 4.1153], [-4.3812, 8.1749, -2.0340], [4.1873, 1.9377, -2.5720], [-2.0273, 7.5844, -0.5570], [0.2952, -3.4384, -4.0054]], "lowdin_spin": [0.000, 0.000, 0.000, 0.000, 0.000, 0.003, 0.000, 0.000, 0.000, 0.000, 0.000, 0.000, 0.000, 0.000, 0.000, 0.000, 0.000, 0.000, 0.000, 0.000, 0.000, 0.000, 0.000, 0.000, 0.003, 0.000, 0.000, 0.000, 0.000, 0.000, 0.002, 0.000, 0.000, 0.002, 0.000, 0.000, 0.000, 0.000, 0.000, 0.000, -0.004, 0.000, 0.002, 0.000, 0.000, 0.000, 0.000, 0.000, 0.000, 0.000, 0.000, -0.001, 0.003, 0.000, 0.000, 0.000, 0.994, 0.000, 0.000, 0.000, -0.001, 0.000, 0.000, 0.000, 0.000, 0.000, -0.002, -0.001, 0.000, 0.000, 0.001, 0.000, -0.004, 0.000, -0.002, 0.003, 0.000, 0.000, 0.000, 0.000, 0.000, 0.000, 0.000, 0.000, 0.000, 0.000, 0.000, 0.000, 0.000, 0.000, 0.000, -0.001, 0.000, 0.000, 0.000, 0.000, 0.002, 0.000, 0.000, 0.000, 0.002, 0.000, 0.000, 0.000, 0.000, 0.000, 0.000, 0.000]}


Record 3
{"formula": "C2H3O2S", "method": "ωB97M-V with the def2-TZVPD basis set", "charge": -1, "homo_ev": [-2.51, -2.51], "symbols": ["S", "O", "O", "C", "H", "H", "H", "C"], "coordinates": [[-1.9503, 1.1329, 0.0345], [-1.6327, -1.5864, 0.1039], [1.1298, 1.0944, -0.0426], [-1.3859, -0.4208, -0.0521], [1.5366, -0.7308, -0.7395], [0.2095, 1.6036, -0.1707], [1.1617, -0.8485, 0.9049], [0.9312, -0.2443, -0.0385]], "lowdin_charge": [0.486, -0.102, -0.258, -0.897, -0.003, 0.006, 0.046, -0.278]}


Record 4
{"formula": "BrH3O3P", "method": "ωB97M-V with the def2-TZVPD basis set", "charge": 1, "homo_ev": -16.12, "symbols": ["P", "H", "H", "O", "O", "O", "H", "Br"], "coordinates": [[-0.2128, 0.0350, -0.1209], [1.3667, 0.4613, -1.2277], [0.2844, -2.0913, 0.2223], [0.4657, 1.1851, 0.6072], [-0.0792, -1.2512, 0.6979], [0.5892, -0.0301, -1.4380], [0.0887, 1.5654, 1.4311], [-2.5027, 0.1258, -0.1719]], "lowdin_charge": [0.234, 0.100, 0.196, -0.061, -0.143, -0.035, 0.158, 0.551]}


Record 5
{"formula": "C12H20IrOS", "method": "ωB97M-V with the def2-TZVPD basis set", "charge": 3, "homo_ev": [-20.95, -20.95], "symbols": ["C", "C", "C", "H", "S", "C", "H", "C", "H", "H", "C", "H", "H", "H", "C", "H", "H", "H", "O", "H", "H", "C", "H", "Ir", "H", "C", "H", "C", "H", "H", "C", "H", "H", "C", "H"], "coordinates": [[-0.2946, 2.8722, -0.4315], [-1.0296, 1.3340, 1.3704], [-0.3353, 2.4756, 0.9461], [-4.0566, -0.8776, -0.6429], [2.9329, -1.9246, -0.9617], [2.8569, -3.3514, 0.0914], [4.5827, -1.0174, 0.5000], [-1.7434, 0.5304, 0.4443], [0.5412, 4.8052, -0.0373], [3.1839, -3.0920, 1.0980], [-1.6116, -1.8139, 0.4860], [-2.1770, 0.2725, -1.6683], [0.1582, 3.1018, 1.6852], [-1.6515, -2.0003, -0.5868], [4.5268, -1.2584, -0.5606], [1.8351, -3.7269, 0.0805], [-4.4517, -1.6034, 0.8897], [4.7004, -0.3808, -1.1807], [1.9239, -0.8883, -0.3215], [-1.8429, -2.7478, 1.0055], [-0.4850, -1.6052, 0.7853], [-0.9604, 2.0284, -1.3560], [-0.1328, 4.5843, -1.6897], [0.2924, 0.0005, 0.1952], [-2.5493, -0.6186, 2.0010], [-3.9715, -0.7366, 0.4366], [5.2477, -2.0362, -0.8281], [0.3887, 4.1061, -0.8573], [-0.9549, 2.2941, -2.4097], [3.5149, -4.1058, -0.3482], [-2.5243, -0.6504, 0.9108], [-4.5343, 0.1529, 0.7187], [-1.1091, 1.1316, 2.4321], [-1.6549, 0.8817, -0.9378], [1.3851, 3.8642, -1.2588]], "lowdin_charge": [-0.169, -0.104, 0.084, 0.098, 1.076, -0.196, 0.091, -0.378, 0.119, 0.090, 0.013, 0.161, 0.166, 0.112, -0.186, 0.074, 0.114, 0.084, -0.706, 0.145, 0.067, 0.097, 0.128, 1.386, 0.160, 0.004, 0.102, 0.024, 0.166, 0.100, -0.356, 0.114, 0.160, 0.021, 0.138]}


Record 6
{"formula": "C3H6O2S", "method": "ωB97M-V with the def2-TZVPD basis set", "charge": 0, "homo_ev": [-9.34, -9.15], "symbols": ["C", "S", "O", "H", "C", "H", "H", "O", "H", "C", "H", "H"], "coordinates": [[0.3263, 1.6474, 0.0682], [-1.7693, -0.0701, -0.1675], [-2.1912, -1.4043, 0.1635], [2.1584, -1.4047, 0.3591], [-0.3032, 0.4132, 0.5380], [1.1027, -1.7765, -1.1139], [-0.4227, 2.3789, -0.2534], [-2.7662, 0.9794, -0.2144], [0.8890, 2.0702, 0.9028], [1.2798, -1.8410, -0.0615], [1.0299, 1.4902, -0.7530], [0.6666, -2.4826, 0.5320]], "lowdin_charge": [-0.196, 0.725, -0.357, -0.008, -0.179, -0.004, 0.080, -0.346, 0.081, 0.130, 0.080, -0.005]}


Calculated energy, -571.709848, -5727.021006, -626.649924, -3142.697441, -1045.733162, -666.339768 a.u. (same order as the records).